## w
This record from the OMol25 dataset describes 2 unconnected molecules or ions with the total composition C6H12. The level of theory is ωB97M-V/def2-TZVPD.

```
18
Properties=species:S:1:pos:R:3
C 1.296 -1.553 0.730
C -0.161 -1.456 0.287
C -1.113 -0.461 0.933
C -1.394 0.157 -0.217
C -0.464 -0.691 -1.044
H 1.810 -0.584 0.706
H 1.845 -2.238 0.072
H 1.372 -1.948 1.750
H -0.597 -2.460 0.269
H -1.442 -0.297 1.956
H -2.026 0.995 -0.501
H -1.000 -1.258 -1.807
H 0.411 -0.209 -1.506
C 0.233 2.286 -0.149
H -0.074 1.377 0.373
H 0.047 2.234 -1.231
H -0.338 3.116 0.271
H 1.298 2.382 0.035
```

Computed properties:
HOMO = -8.97 eV
SMILES string = C[C@H]1C=CC1.C

Here are the natural (NBO) charges for atoms 1 to 6, given in e: number 1, C, carries -0.611; number 2, C, carries -0.226; number 3, C, carries -0.218; number 4, C, carries -0.160; number 5, C, carries -0.431; number 6, H, carries 0.205

## x
This record from the OMol25 dataset describes a molecular structure, C6H12. The level of theory is ωB97M-V/def2-TZVPD.

```
18
Properties=species:S:1:pos:R:3
C 1.058 -1.818 0.123
C 0.814 -0.911 1.322
C -0.513 -0.236 1.431
C -0.568 1.234 -0.121
C -1.590 1.368 -1.149
C 0.241 1.065 -1.343
H 0.847 -1.186 -0.731
H 0.493 -2.759 0.025
H 2.125 -2.054 0.108
H 1.124 -1.441 2.266
H 1.530 0.182 0.985
H -0.663 0.137 2.465
H -1.388 -0.609 0.941
H -0.339 2.182 0.359
H -1.995 0.496 -1.662
H -2.231 2.268 -1.265
H 0.849 1.877 -1.744
H 0.206 0.204 -2.008
```

Computed properties:
HOMO = -7.77 eV

Here are the natural (NBO) charges for atoms 1 to 6, given in e: number 1, C, carries -0.624; number 2, C, carries -0.409; number 3, C, carries -0.387; number 4, C, carries -0.253; number 5, C, carries -0.401; number 6, C, carries -0.404

Which structure loses on stability? x does.

## w
This record from the OMol25 dataset describes 2 unconnected molecules or ions with the total composition C3H6NO2S. The level of theory is ωB97M-V/def2-TZVPD.

```
13
Properties=species:S:1:pos:R:3
C -2.886 0.224 0.660
C 1.316 1.567 0.728
C 1.299 0.923 1.855
N -2.068 0.191 1.671
O -4.217 -1.415 -0.606
O -1.838 -1.587 -0.757
S -2.980 -0.679 -0.926
H -3.642 0.997 0.760
H 1.586 2.582 0.495
H 0.913 1.063 -0.198
H 0.786 -0.002 1.811
H 1.852 1.274 2.726
H -1.408 -0.630 1.631
```

Computed properties:
HOMO = -3.49 eV
Charge = -1

Here are the natural (NBO) charges for atoms 1 to 6, given in e: number 1, C, carries -0.113; number 2, C, carries -0.382; number 3, C, carries -0.390; number 4, N, carries -0.678; number 5, O, carries -1.063; number 6, O, carries -1.070

## x
This record from the OMol25 dataset describes 2 unconnected molecules or ions with the total composition C3H6NO2S. The level of theory is ωB97M-V/def2-TZVPD.

```
13
Properties=species:S:1:pos:R:3
C 0.160 -0.705 -0.657
C -0.986 -1.052 0.289
C 0.856 1.397 0.164
N 1.171 0.162 -0.016
O 2.289 -0.439 0.305
O -0.144 2.073 -0.046
S -2.409 0.084 0.086
H 0.707 -1.609 -0.939
H -0.229 -0.220 -1.558
H -1.377 -2.052 0.094
H -0.650 -0.994 1.324
H 2.232 2.175 0.922
H -1.619 1.179 0.032
```

Computed properties:
HOMO = -2.84 eV
Charge = -1

Here are the natural (NBO) charges for atoms 1 to 6, given in e: number 1, C, carries -0.253; number 2, C, carries -0.510; number 3, C, carries 0.620; number 4, N, carries -0.137; number 5, O, carries -0.725; number 6, O, carries -0.737

Which structure loses on stability? x does.

## w
This record from the OMol25 dataset describes a single C4H9N molecule. The level of theory is ωB97M-V/def2-TZVPD.

```
14
Properties=species:S:1:pos:R:3
C -1.435 -0.104 -0.214
C 0.076 -0.125 -0.304
C 0.764 0.081 -1.601
C 0.794 -0.013 0.815
N 0.289 -0.268 2.100
H -1.826 0.062 -1.214
H -1.824 -1.043 0.163
H -1.770 0.710 0.421
H 0.396 0.925 -2.192
H 1.847 0.132 -1.573
H 0.572 -0.696 -2.360
H 1.853 0.237 0.828
H 0.901 0.030 2.844
H -0.638 0.073 2.286
```

Computed properties:
HOMO = -7.75 eV
SMILES string = CC(C)=CN

Here are the natural (NBO) charges for atoms 1 to 6, given in e: number 1, C, carries -0.642; number 2, C, carries -0.090; number 3, C, carries -0.623; number 4, C, carries -0.003; number 5, N, carries -0.823; number 6, H, carries 0.216

## x
This record from the OMol25 dataset describes 2 unconnected molecules or ions with the total composition C4H9N. The level of theory is ωB97M-V/def2-TZVPD.

```
14
Properties=species:S:1:pos:R:3
C -0.861 2.856 2.508
C -0.085 3.044 1.488
C 0.667 4.323 1.257
H -1.111 1.920 2.847
H -0.975 3.714 3.303
H -0.258 2.520 0.512
H 1.731 4.029 0.982
H 0.786 4.772 2.263
H 0.092 5.022 0.663
C 0.391 -6.386 -3.131
N -0.647 -6.543 -3.852
H 1.444 -6.435 -3.631
H 0.266 -6.423 -2.028
H -1.439 -6.413 -3.180
```

Computed properties:
HOMO = -9.57 eV
SMILES string = C=CC.C=N

Here are the natural (NBO) charges for atoms 1 to 6, given in e: number 1, C, carries -0.393; number 2, C, carries -0.173; number 3, C, carries -0.657; number 4, H, carries 0.197; number 5, H, carries 0.176; number 6, H, carries 0.197

## y
This record from the OMol25 dataset describes a single C4H9N molecule. The level of theory is ωB97M-V/def2-TZVPD.

```
14
Properties=species:S:1:pos:R:3
C 0.321 1.422 -0.087
C 0.549 0.098 -0.006
C 1.891 -0.541 0.027
C -0.684 -0.774 -0.026
N -1.932 -0.024 -0.032
H -0.749 1.800 -0.122
H 1.117 2.166 0.103
H 1.930 -1.285 -0.835
H 2.624 0.259 0.007
H 2.035 -1.007 1.043
H -0.648 -1.379 -0.990
H -0.517 -1.508 0.740
H -2.744 -0.622 -0.003
H -1.989 0.514 0.833
```

Computed properties:
HOMO = -9.06 eV
SMILES string = C=C(C)CN

Here are the natural (NBO) charges for atoms 1 to 6, given in e: number 1, C, carries -0.434; number 2, C, carries 0.009; number 3, C, carries -0.648; number 4, C, carries -0.253; number 5, N, carries -0.828; number 6, H, carries 0.217

Which structure loses on stability? x does.

## w
This record from the OMol25 dataset describes a molecular structure, C9H10F3NO2Ti. The level of theory is ωB97M-V/def2-TZVPD.

```
26
Properties=species:S:1:pos:R:3
C -0.662 0.983 -2.562
C 0.654 0.742 -2.106
C 0.768 1.237 -0.775
C -0.479 1.812 -0.399
C -1.365 1.698 -1.536
Ti -1.284 -0.270 -0.536
N -3.003 0.284 -0.312
C 1.048 -2.074 -0.854
C 2.291 -1.610 -0.697
H 1.691 1.283 -0.192
H 1.476 0.321 -2.678
H -0.690 2.300 0.546
H -2.308 2.203 -1.669
H -1.051 0.743 -3.543
H 2.857 -1.174 -1.513
H 0.609 -2.696 -0.060
H -3.972 0.464 -0.094
H 2.808 -1.720 0.263
H 0.509 -2.043 -1.818
F 0.575 -0.477 4.560
C -0.037 -0.025 3.452
F -1.358 0.152 3.729
F 0.494 1.203 3.142
C 0.136 -0.938 2.201
O 0.988 -1.805 2.191
O -0.695 -0.592 1.259
```

Computed properties:
2S+1 = 2
HOMO (alpha / beta) = -2.83 / -3.21 eV
Expectation value of S² = 0.766
Charge = -1

Here are the natural (NBO) charges for atoms 1 to 6, given in e: number 1, C, carries -0.384; number 2, C, carries -0.314; number 3, C, carries -0.326; number 4, C, carries -0.374; number 5, C, carries -0.281; number 6, Ti, carries 1.058

## x
This record from the OMol25 dataset describes a molecular structure, C9H10F3NO2Ti. The level of theory is ωB97M-V/def2-TZVPD.

```
26
Properties=species:S:1:pos:R:3
C -0.584 0.747 -2.020
C 0.806 0.753 -1.656
C 0.970 1.505 -0.456
C -0.314 1.954 -0.025
C -1.283 1.566 -1.031
Ti -1.260 -0.402 -0.074
N -3.057 -0.033 0.127
C 0.625 -2.005 -0.575
C 1.945 -1.709 -0.550
H 1.927 1.761 0.015
H 1.621 0.333 -2.246
H -0.492 2.684 0.769
H -2.278 1.996 -1.168
H -1.029 0.347 -2.936
H 2.522 -1.569 -1.463
H 0.294 -2.704 0.219
H -3.887 -0.636 -0.078
H 2.460 -1.688 0.424
H 0.062 -2.051 -1.545
F 0.410 -0.747 5.086
C -0.158 -0.108 4.036
F -1.484 0.053 4.300
F 0.405 1.140 3.926
C 0.047 -0.848 2.679
O 0.872 -1.737 2.594
O -0.709 -0.347 1.739
```

Computed properties:
2S+1 = 2
HOMO (alpha / beta) = -2.69 / -3.39 eV
Expectation value of S² = 0.763
Charge = -1

Here are the natural (NBO) charges for atoms 1 to 6, given in e: number 1, C, carries -0.452; number 2, C, carries -0.286; number 3, C, carries -0.318; number 4, C, carries -0.311; number 5, C, carries -0.348; number 6, Ti, carries 1.144

Which structure loses on stability? x does.

## w
This record from the OMol25 dataset describes a molecular structure, C3H6N2S3. The level of theory is ωB97M-V/def2-TZVPD.

```
14
Properties=species:S:1:pos:R:3
C 0.734 1.777 -0.162
C -2.210 -0.308 -0.540
C 1.069 -0.704 0.220
H 0.128 1.982 -1.337
H 2.013 1.680 -0.304
H 0.368 2.700 0.651
H -1.627 -0.181 -1.464
H -0.135 -1.793 1.358
H 1.374 -2.610 0.842
N 0.211 0.412 0.166
N 0.520 -1.953 0.501
S -1.338 0.328 0.875
S -3.735 -0.675 -0.381
S 2.628 -0.656 -0.425
```

Computed properties:
HOMO = -8.54 eV

Here are the natural (NBO) charges for atoms 1 to 6, given in e: number 1, C, carries -0.475; number 2, C, carries -0.507; number 3, C, carries 0.277; number 4, H, carries 0.207; number 5, H, carries 0.290; number 6, H, carries 0.236

## x
This record from the OMol25 dataset describes a molecular structure, C3H6N2S3. The level of theory is ωB97M-V/def2-TZVPD.

```
14
Properties=species:S:1:pos:R:3
C -1.810 -1.356 0.691
C -1.253 -0.583 -0.488
C 1.066 0.918 -0.135
H -1.868 -2.438 0.533
H -2.743 -0.781 0.776
H -1.021 -1.114 1.531
H -1.547 -0.931 -1.546
H 0.065 2.591 0.367
H 4.465 0.458 -0.351
N -0.018 1.687 0.135
N 2.260 1.140 0.266
S -1.423 1.279 -0.633
S 0.551 -0.657 -0.895
S 3.276 -0.212 -0.252
```

Computed properties:
HOMO = -7.96 eV

Here are the natural (NBO) charges for atoms 1 to 6, given in e: number 1, C, carries -0.656; number 2, C, carries -0.460; number 3, C, carries 0.281; number 4, H, carries 0.237; number 5, H, carries 0.237; number 6, H, carries 0.230

## y
This record from the OMol25 dataset describes 2 unconnected molecules or ions with the total composition C3H6N2S3. The level of theory is ωB97M-V/def2-TZVPD.

```
14
Properties=species:S:1:pos:R:3
C 1.738 1.508 1.038
C 0.677 -0.580 0.471
C -0.626 -1.456 -1.708
N 1.159 0.991 2.050
N 0.585 -0.160 1.759
S 1.613 0.571 -0.442
S -2.030 1.414 -0.029
S -0.019 -2.039 -0.095
H 2.258 2.442 1.066
H -1.229 -2.255 -2.122
H 0.219 -1.240 -2.354
H -1.230 -0.567 -1.530
H -0.011 -0.602 2.445
H -3.105 1.974 -0.551
```

Computed properties:
HOMO = -6.26 eV

Here are the natural (NBO) charges for atoms 1 to 6, given in e: number 1, C, carries -0.108; number 2, C, carries -0.087; number 3, C, carries -0.748; number 4, N, carries -0.178; number 5, N, carries -0.314; number 6, S, carries 0.525

Which structure loses on stability? w does.

## w
This record from the OMol25 dataset describes 8 unconnected molecules or ions with the total composition H14NO10. The level of theory is ωB97M-V/def2-TZVPD.

```
25
Properties=species:S:1:pos:R:3
N -0.074 0.346 -0.269
O -1.289 -0.006 -0.548
O 0.197 1.024 0.715
O 0.766 0.001 -1.081
O -3.130 -0.803 1.190
H -2.480 -0.492 0.613
H -3.025 -0.247 1.959
O -1.283 1.832 -3.016
H -1.156 1.071 -2.513
H -1.728 1.418 -3.784
O 1.207 -2.875 -2.027
H 1.499 -2.089 -1.669
H 0.318 -3.006 -1.704
O -0.523 1.246 3.468
H -1.047 0.582 3.868
H -0.331 0.939 2.509
O 3.539 0.810 -0.801
H 2.556 0.717 -0.612
H 3.728 1.718 -0.684
O -1.074 -2.980 -0.208
H -1.298 -3.854 -0.642
H -1.523 -2.181 -0.694
O 2.218 2.485 1.754
H 1.331 2.096 1.623
H 2.599 2.249 2.556
```

Computed properties:
HOMO = -6.86 eV
Charge = -1

Here are the natural (NBO) charges for atoms 1 to 6, given in e: number 1, N, carries 0.744; number 2, O, carries -0.623; number 3, O, carries -0.541; number 4, O, carries -0.486; number 5, O, carries -0.965; number 6, H, carries 0.484

## x
This record from the OMol25 dataset describes 8 unconnected molecules or ions with the total composition H14NO10. The level of theory is ωB97M-V/def2-TZVPD.

```
25
Properties=species:S:1:pos:R:3
N -23.046 -16.750 15.700
O -22.845 -16.798 14.506
O -22.119 -16.756 16.506
O -24.125 -16.183 16.015
O -25.122 -14.752 13.688
H -25.198 -15.322 14.461
H -25.976 -14.353 13.593
O -20.524 -18.603 18.022
H -20.456 -17.932 18.684
H -21.287 -18.332 17.514
O -23.347 -19.140 12.485
H -22.865 -18.405 12.142
H -23.920 -18.793 13.155
O -21.395 -14.435 12.915
H -20.529 -14.857 12.794
H -21.945 -15.139 13.340
O -20.009 -16.584 14.481
H -19.616 -17.304 14.982
H -20.929 -16.581 14.794
O -21.177 -14.329 17.108
H -21.589 -15.196 16.994
H -20.435 -14.328 16.539
O -25.142 -13.612 16.465
H -25.304 -14.557 16.414
H -24.529 -13.549 15.769
```

Computed properties:
HOMO = -6.71 eV
Charge = -1

Here are the natural (NBO) charges for atoms 1 to 6, given in e: number 1, N, carries 0.730; number 2, O, carries -0.520; number 3, O, carries -0.568; number 4, O, carries -0.570; number 5, O, carries -0.952; number 6, H, carries 0.485

Which structure loses on stability? w does.